1.
Computed, not measured: C36H26AsAuN5S as an isolated structure, with ωB97M-V/def2-TZVPD.

**HOMO (spin up / spin down)**: -0.3883 / -0.3943 Ha
**Expectation value of S²**: 2.01
**Energy**: -4430.66130 a.u.
**Multiplicity**: 3
**Total charge**: +1

```
70
C36H26AsAuN5S, DFT ωB97M-V/def2-TZVPD
Au 0.531 -0.623 0.326
C -1.005 -2.913 -3.179
C -0.091 -3.934 -3.436
C 0.970 -4.101 -2.583
C 1.143 -3.244 -1.477
N 0.284 -2.221 -1.288
C -0.773 -2.096 -2.102
N 2.157 -3.583 -0.630
C 2.559 -2.966 0.420
N 2.237 -1.717 0.903
C 2.902 -1.515 2.090
N 2.866 -0.519 2.900
C 1.951 0.483 2.983
C 2.202 1.479 3.950
C 1.229 2.392 4.270
C -0.016 2.303 3.647
C -0.180 1.357 2.667
N 0.787 0.502 2.299
C 3.763 -2.680 2.359
C 4.602 -2.975 3.413
C 5.220 -4.221 3.402
C 4.996 -5.130 2.373
C 4.150 -4.823 1.312
C 3.543 -3.585 1.327
H -1.875 -2.757 -3.801
H -0.232 -4.600 -4.276
H 1.690 -4.896 -2.702
H -1.472 -1.315 -1.860
H 3.160 1.450 4.447
H 1.413 3.146 5.024
H -0.835 2.960 3.904
H -1.131 1.259 2.160
H 4.762 -2.264 4.212
H 5.883 -4.493 4.213
H 5.486 -6.094 2.398
H 3.964 -5.522 0.507
S -1.665 -1.570 1.458
C -2.919 -0.432 1.008
C -4.179 -0.671 1.569
C -5.261 0.124 1.246
C -5.113 1.173 0.348
C -3.872 1.424 -0.205
C -2.759 0.650 0.124
As -1.029 1.047 -0.667
C -1.382 1.140 -2.567
C -2.535 0.643 -3.165
C -2.703 0.760 -4.537
C -1.718 1.355 -5.311
C -0.558 1.838 -4.719
C -0.391 1.730 -3.349
C -0.622 2.931 -0.389
C -1.514 3.929 -0.770
C -1.185 5.261 -0.576
C 0.045 5.605 -0.034
C 0.962 4.617 0.286
C 0.628 3.283 0.112
H -4.294 -1.504 2.252
H -6.224 -0.082 1.692
H -5.960 1.788 0.077
H -3.775 2.228 -0.920
H -3.309 0.180 -2.564
H -3.605 0.389 -5.006
H -1.855 1.449 -6.380
H 0.208 2.300 -5.327
H 0.504 2.120 -2.876
H -2.452 3.685 -1.249
H -1.890 6.031 -0.860
H 0.296 6.648 0.113
H 1.938 4.882 0.673
H 1.351 2.510 0.343
```



2.
Computed, not measured: C36H26BF4N4O4S3Ti as an isolated structure in a non-equilibrium geometry, with ωB97M-V/def2-TZVPD.

**HOMO**: -0.1740 Ha
**Energy**: -4376.22183 a.u.
**Energy relative to the best compared isomer or geometry (same formula, charge and spin)**: 34.81 kcal/mol
**Total charge**: -1

```
79
C36H26BF4N4O4S3Ti, DFT ωB97M-V/def2-TZVPD
Ti -1.141 1.310 -0.650
O -1.346 2.148 0.853
C -0.966 2.640 1.995
C -0.575 3.988 2.090
C -0.199 4.540 3.295
C -0.219 3.780 4.459
C -0.609 2.458 4.398
C -0.969 1.864 3.188
C -1.287 0.452 3.102
N -1.196 -0.137 1.987
C -1.428 -1.538 1.808
C -1.143 -1.841 0.331
N -1.910 -0.910 -0.445
C -2.759 -1.367 -1.278
C -3.672 -0.548 -2.027
C -4.598 -1.156 -2.879
C -5.524 -0.413 -3.574
C -5.529 0.971 -3.438
C -4.633 1.599 -2.602
C -3.682 0.865 -1.869
O -2.868 1.477 -1.055
H -0.572 4.562 1.171
H 0.120 5.572 3.333
H 0.079 4.219 5.401
H -0.608 1.851 5.294
H -1.557 -0.067 4.039
H -2.472 -1.792 2.047
H -0.780 -2.142 2.457
H -1.397 -2.888 0.101
H -0.074 -1.687 0.105
H -2.845 -2.453 -1.432
H -4.571 -2.231 -2.987
H -6.240 -0.899 -4.219
H -6.245 1.558 -3.993
H -4.630 2.674 -2.497
S 3.323 2.500 -1.254
C 3.435 1.337 0.030
C 4.569 0.783 0.596
C 4.406 -0.131 1.618
C 3.136 -0.466 2.083
C 2.005 0.085 1.521
C 2.142 0.993 0.472
N 1.132 1.630 -0.190
C 1.580 2.446 -1.105
C 0.697 3.300 -1.866
C 1.163 4.295 -2.730
C 0.260 5.129 -3.357
C -1.096 4.992 -3.094
C -1.550 3.981 -2.259
C -0.677 3.089 -1.644
H 5.547 1.065 0.237
H 5.276 -0.589 2.064
H 3.044 -1.189 2.880
H 1.012 -0.160 1.859
H 2.227 4.399 -2.904
H 0.605 5.882 -4.052
H -1.803 5.661 -3.566
H -2.614 3.867 -2.087
O 3.085 -6.941 -1.544
S 3.748 -5.858 -0.861
O 5.182 -5.975 -0.749
N 3.313 -4.402 -1.452
C 2.676 -3.698 -0.559
S 2.130 -2.139 -0.800
C 2.468 -4.358 0.749
C 1.834 -3.859 1.875
C 1.770 -4.651 3.010
C 2.334 -5.920 3.026
C 2.976 -6.420 1.898
C 3.026 -5.625 0.780
H 1.410 -2.868 1.851
H 1.282 -4.272 3.899
H 2.273 -6.524 3.921
H 3.431 -7.400 1.891
F -0.189 0.262 -1.950
B -0.539 0.286 -3.429
F 0.561 0.675 -4.096
F -1.021 -0.928 -3.754
F -1.528 1.253 -3.463
```



3.
Computed, not measured: C36H26Cl2N4NiO9 as an isolated structure, with ωB97M-V/def2-TZVPD.

**HOMO (spin up / spin down)**: -0.0424 / -0.0424 Ha
**Energy**: -4712.41306 a.u.
**Energy relative to the best compared isomer or geometry (same formula, charge and spin)**: 0.00 kcal/mol
**Total charge**: -2

```
78
C36H26Cl2N4NiO9, DFT ωB97M-V/def2-TZVPD
Ni 0.494 0.256 -0.210
Cl -1.963 -1.305 4.011
C -1.433 0.287 3.537
C -1.573 1.335 4.445
C -1.195 2.609 4.122
Cl -1.402 3.892 5.300
C -0.637 2.895 2.857
C -0.212 4.171 2.423
C 0.319 4.321 1.174
C 0.439 3.197 0.339
N 0.044 2.009 0.720
C -0.491 1.827 1.949
C -0.905 0.457 2.244
O -0.789 -0.445 1.366
H -1.991 1.130 5.421
H -0.302 5.014 3.095
H 0.663 5.285 0.825
H 0.885 3.262 -0.644
O 6.070 3.054 -0.736
C 5.005 2.453 -0.657
C 3.889 2.484 -1.657
O 3.866 3.127 -2.711
C 2.844 1.622 -1.127
C 3.199 1.139 0.181
O 2.413 0.470 0.894
C 4.580 1.557 0.481
O 5.264 1.265 1.457
O 1.728 1.356 -1.667
C -3.203 -2.256 -3.246
O -2.284 -2.809 -4.179
C -1.869 -2.109 -5.272
C -1.701 -2.880 -6.423
C -1.264 -2.326 -7.611
C -0.966 -0.970 -7.666
C -1.072 -0.209 -6.519
C -1.512 -0.750 -5.308
N -1.578 0.080 -4.179
C -0.829 -0.171 -3.022
N 0.044 -1.193 -3.142
C 0.668 -1.941 -2.119
C 0.920 -1.467 -0.834
C 1.542 -2.349 0.055
C 1.917 -3.631 -0.316
C 1.684 -4.077 -1.613
C 1.065 -3.226 -2.507
O 0.827 -3.620 -3.832
C 1.995 -3.600 -4.627
N -0.994 0.473 -1.919
C -1.935 1.481 -1.716
C -2.687 1.381 -0.535
C -3.572 2.364 -0.144
C -3.734 3.504 -0.923
C -2.999 3.629 -2.088
C -2.108 2.638 -2.487
O -1.457 2.823 -3.699
C -0.067 3.170 -3.586
H -3.231 -2.961 -2.419
H -4.194 -2.187 -3.707
H -2.913 -1.278 -2.877
H -1.942 -3.931 -6.347
H -1.150 -2.950 -8.486
H -0.622 -0.516 -8.586
H -0.793 0.837 -6.529
H -1.639 1.077 -4.379
H 0.056 -1.666 -4.037
H 1.762 -1.993 1.053
H 2.402 -4.285 0.398
H 1.973 -5.070 -1.936
H 1.679 -3.684 -5.666
H 2.655 -4.436 -4.380
H 2.546 -2.666 -4.485
H -2.504 0.512 0.083
H -4.117 2.250 0.783
H -4.414 4.290 -0.620
H -3.093 4.500 -2.723
H 0.344 3.118 -4.591
H 0.477 2.479 -2.937
H 0.017 4.194 -3.213
```